No. 1
Below is the ion C6H11N2S with charge +1, with properties calculated with ωB97M-V/def2-TZVPD.

CARTESIAN COORDINATES (ANGSTROEM)
S1 -2.322 -2.671 -0.755
N1 0.002 1.179 -1.436
N2 -0.866 -0.877 0.502
C1 0.590 1.652 -0.373
C2 -0.203 -0.057 1.312
C3 -0.985 -2.093 0.162
C4 1.098 3.045 -0.579
C5 0.265 -3.281 0.536
C6 0.520 1.053 0.898
H1 -0.514 -0.094 2.318
H2 -0.179 1.955 -2.059
H3 -0.671 0.400 -1.235
H4 -2.838 -1.470 -0.963
H5 0.971 1.525 1.725
H6 2.157 3.183 -0.388
H7 0.461 -3.004 1.558
H8 -0.237 -4.284 0.437
H9 1.133 -2.968 -0.020
H10 1.153 3.202 -1.667
H11 0.466 3.605 0.029

Force components x, y, z for each atom (eV/Å):
S 0.3 -0.6 -0.1
N -1.4 -1.1 0.3
N 0.1 -0.2 -0.3
C 0.6 0.1 1.2
C -0.4 0.5 -2.3
C 2.6 -1.6 0.7
C 1.9 -1.9 -1.4
C -3.8 2.1 -0.1
C 0.0 -0.8 0.0
H 0.2 -0.4 1.4
H -0.5 -0.9 -0.8
H 0.7 0.8 -0.9
H -0.4 0.4 0.0
H 0.5 1.0 0.5
H 0.1 -0.1 1.0
H 0.0 -0.4 0.6
H 1.2 1.0 -0.2
H 0.1 -0.6 -0.7
H -0.9 0.6 0.3
H -0.8 1.8 0.6

HOMO-LUMO gap: 0.3185 hartree
relative energy (zero: lowest compared OMol25 entry of this formula, charge and spin): 59.5 kcal/mol
HOMO: -13.01 eV
total charge: +1
E: -20207.571 eV

No. 2
Below is a cluster of 10 separate species, C6H32N2O9 in total, with properties calculated with ωB97M-V/def2-TZVPD.

CARTESIAN COORDINATES (ANGSTROEM)
O1 1.210 -1.656 0.704
O2 -2.117 0.847 -3.120
O3 -3.339 -0.863 -1.437
O4 0.300 -2.712 -1.607
O5 -1.815 -2.472 0.047
O6 -0.618 -2.549 2.424
O7 2.159 0.545 -1.376
O8 0.462 1.557 -3.199
O9 2.826 -2.008 -1.890
N1 3.671 0.017 1.291
N2 -0.608 0.529 -0.243
C1 2.594 0.354 2.142
C2 1.732 1.348 1.807
C3 -0.751 1.239 2.124
C4 -0.970 1.668 0.655
C5 -2.420 2.119 0.409
C6 0.596 1.760 2.667
H1 -1.579 -2.491 0.949
H2 1.296 -2.618 -1.801
H3 -0.696 0.740 -1.240
H4 3.551 0.299 0.286
H5 1.711 0.964 -2.164
H6 2.591 -1.037 -1.861
H7 -1.207 -0.303 -0.077
H8 0.961 -0.663 0.612
H9 -0.624 -1.938 3.208
H10 -0.105 -2.198 -2.231
H11 0.473 2.548 -3.246
H12 0.165 -2.295 1.899
H13 -3.120 1.338 0.804
H14 -0.241 2.479 0.358
H15 0.569 2.853 2.721
H16 -4.198 -0.728 -1.017
H17 -1.094 -2.763 -0.498
H18 -2.821 -1.514 -0.909
H19 -2.632 2.351 -0.653
H20 0.703 1.403 3.748
H21 -2.431 0.494 -4.008
H22 -1.564 1.629 2.718
H23 3.234 -2.189 -1.018
H24 1.796 1.873 0.881
H25 -0.461 1.299 -3.276
H26 3.952 -0.928 1.402
H27 -2.637 3.085 0.967
H28 -2.544 0.255 -2.454
H29 0.903 -2.092 -0.180
H30 -0.781 0.125 2.267
H31 2.506 -0.164 3.085
H32 1.413 0.463 -0.673

Force components x, y, z for each atom (eV/Å):
O -0.7 0.8 -1.7
O -0.7 -0.8 -1.8
O -0.2 0.1 -0.2
O 2.6 -2.2 1.8
O -2.0 0.5 -2.1
O -0.4 0.7 1.8
O -1.4 0.1 0.6
O 1.0 1.9 -0.3
O 0.2 0.0 0.4
N -0.6 0.9 -0.3
N 0.0 -0.6 0.3
C 0.0 1.7 -2.0
C 0.7 -1.4 1.4
C 0.5 -0.2 -0.1
C 0.1 -0.5 -1.1
C -0.4 1.0 0.8
C -0.5 -0.4 1.5
H 0.7 -0.2 2.2
H -0.7 -0.1 -0.1
H -0.1 0.3 0.5
H 0.1 -0.4 1.5
H 0.2 -0.4 1.0
H 0.3 -0.4 0.3
H 0.5 0.8 0.1
H 0.3 -2.3 0.3
H 0.0 -1.0 -1.2
H -1.7 2.1 -2.6
H -0.1 -1.5 0.0
H 0.4 0.3 -0.2
H 0.5 0.6 -0.5
H -0.9 -0.6 0.5
H -0.2 0.0 0.0
H 0.3 -0.1 0.0
H 0.9 -0.5 -0.1
H -0.3 0.0 0.3
H 0.1 -0.4 0.4
H 0.1 0.4 -1.3
H 0.5 0.7 1.8
H -0.3 0.2 0.3
H -0.3 0.3 -0.7
H 0.4 0.2 -0.6
H -0.9 -0.2 0.0
H 0.3 -0.7 -0.1
H 0.2 -1.1 -0.5
H -0.1 0.1 -0.1
H 0.3 1.3 2.0
H 0.0 0.9 -0.5
H 0.1 -0.1 0.0
H 1.2 0.4 -1.8

HOMO-LUMO gap: 0.2986 hartree
relative energy (zero: lowest compared OMol25 entry of this formula, charge and spin): 0.0 kcal/mol
HOMO: -7.84 eV
E: -28150.072 eV

No. 3
Below is the ion C18H22NO2 with charge +1, with properties calculated with ωB97M-V/def2-TZVPD.

CARTESIAN COORDINATES (ANGSTROEM)
O1 -1.182 1.602 7.544
O2 4.324 0.087 1.520
N1 -1.098 0.803 4.702
C1 0.078 1.477 5.447
C2 2.973 0.195 1.653
C3 0.888 -0.608 2.580
C4 -1.027 1.088 3.188
C5 -2.244 0.458 2.504
C6 0.051 1.199 6.949
C7 -3.442 -1.374 1.473
C8 -2.259 0.864 6.973
C9 0.378 0.708 2.603
C10 -3.423 1.215 2.530
C11 -2.235 -0.797 1.872
C12 1.165 1.748 2.071
C13 -4.650 -0.664 1.619
C14 2.140 -0.884 2.046
C15 -4.626 0.658 2.105
C16 -2.414 1.136 5.464
C17 4.931 -1.220 1.719
C18 2.433 1.504 1.590
H1 -3.450 -2.414 1.106
H2 -0.997 -0.222 4.796
H3 -3.136 1.274 7.509
H4 -1.092 2.169 3.282
H5 0.020 2.551 5.252
H6 0.995 1.053 5.009
H7 2.514 -1.915 2.023
H8 0.284 -1.432 2.937
H9 0.254 0.126 7.193
H10 5.997 -1.030 1.656
H11 -2.667 2.185 5.297
H12 4.665 -1.628 2.700
H13 0.754 2.751 2.001
H14 -3.387 2.244 2.856
H15 -5.614 -1.178 1.478
H16 -1.314 -1.327 1.668
H17 3.076 2.309 1.232
H18 -2.135 -0.229 7.214
H19 -5.556 1.217 2.228
H20 4.618 -1.915 0.932
H21 -3.204 0.472 5.075
H22 0.789 1.857 7.438

Force components x, y, z for each atom (eV/Å):
O 0.1 -0.6 -0.9
O -0.6 -0.6 -0.4
N 0.2 -0.7 1.6
C -0.1 -0.8 -0.3
C 0.0 -0.1 0.9
C -0.4 0.8 -0.3
C 0.7 -0.4 -0.4
C 0.2 0.6 -0.2
C -0.3 0.3 0.6
C -0.6 0.0 0.1
C 0.3 0.3 0.6
C -0.7 0.1 0.5
C -0.1 -0.7 -0.4
C -0.4 0.3 0.3
C -0.5 -0.5 -0.1
C 0.2 -0.1 0.7
C 0.7 0.4 0.1
C 0.0 -0.6 0.0
C 0.3 -0.7 -0.1
C -0.5 0.6 -0.2
C 0.7 -0.6 0.0
H 0.0 0.8 0.1
H 0.1 0.5 0.1
H 0.1 -0.6 -0.5
H -0.2 0.2 -1.0
H -0.1 -0.2 -0.1
H -0.3 0.4 0.1
H -0.2 0.5 0.1
H 0.1 0.0 0.1
H 0.0 0.7 -0.2
H 0.0 -0.1 0.0
H 0.2 -0.2 -0.2
H 0.1 0.1 -0.1
H 0.1 -0.1 0.1
H -0.1 0.1 0.2
H 0.6 0.4 -0.3
H -0.1 0.0 0.2
H -0.2 -0.2 0.1
H -0.2 0.8 -0.3
H 0.3 -0.1 -0.2
H 0.1 0.1 0.1
H 0.4 0.5 0.0
H 0.0 -0.6 -0.3

HOMO-LUMO gap: 0.3338 hartree
relative energy (zero: lowest compared OMol25 entry of this formula, charge and spin): 0.0 kcal/mol
HOMO: -11.51 eV
total charge: +1
E: -24600.751 eV

No. 4
Below is a cluster of 6 separate species, C39H66N6O13P in total, with properties calculated with ωB97M-V/def2-TZVPD.

CARTESIAN COORDINATES (ANGSTROEM)
P1 0.838 0.320 0.367
O1 7.449 2.737 -3.168
O2 -3.242 -0.283 1.837
O3 3.046 -5.465 -4.321
O4 -8.902 -4.255 4.834
O5 -1.175 7.802 5.277
O6 -0.453 -3.062 1.744
O7 -10.308 -2.566 4.417
O8 1.682 -6.636 -3.002
O9 -4.082 -2.197 2.616
O10 -2.332 9.713 5.141
O11 1.034 5.021 2.342
O12 1.714 -2.904 2.219
O13 7.002 4.919 -3.088
N1 3.091 -0.698 -2.209
N2 -0.357 1.259 0.723
N3 -2.456 -1.782 -1.457
N4 3.021 1.530 -3.511
N5 0.930 -0.345 -1.216
N6 1.953 1.220 -2.671
C1 0.898 2.238 -2.597
C2 -1.488 -4.071 1.769
C3 1.439 3.642 -2.331
C4 -0.318 -0.747 -1.827
C5 0.710 -7.693 -3.152
C6 7.306 3.933 -2.536
C7 5.597 -0.412 -2.244
C8 -1.804 -1.049 -3.644
C9 1.583 4.751 -0.019
C10 -6.989 -3.534 3.662
C11 2.262 3.829 -1.047
C12 0.583 -5.074 2.358
C13 -0.741 -5.394 1.656
C14 1.975 0.084 -2.032
C15 -0.147 9.536 4.060
C16 -7.487 -4.494 4.736
C17 -7.948 -2.356 3.834
C18 0.531 8.211 3.715
C19 4.281 -0.142 -1.498
C20 -1.275 -1.362 -1.018
C21 -0.585 -0.586 -3.176
C22 0.732 -3.586 2.113
C23 2.167 -6.272 -4.207
C24 6.299 1.892 -2.988
C25 1.458 -7.041 -5.303
C26 6.614 0.709 -2.084
C27 0.216 -7.574 -4.589
C28 1.984 4.506 1.435
C29 -0.058 4.149 2.563
C30 1.994 -2.864 -2.886
C31 -5.537 -0.259 2.335
C32 0.124 7.330 4.884
C33 -5.214 0.944 1.449
C34 -3.705 1.065 1.628
C35 -2.703 -1.620 -2.756
C36 2.902 -2.127 -1.891
C37 -9.206 -3.019 4.370
C38 -1.356 9.085 4.866
C39 -4.250 -1.057 2.287
H1 -7.131 -3.980 2.676
H2 2.912 5.024 1.659
H3 6.006 -1.353 -1.886
H4 1.754 -2.181 -3.701
H5 -2.058 -0.971 -4.689
H6 1.609 8.280 3.589
H7 0.106 -0.129 -3.869
H8 -5.752 1.852 1.713
H9 -1.287 -6.228 2.089
H10 1.230 -6.388 -6.140
H11 0.110 7.813 2.791
H12 0.501 4.690 -0.123
H13 -0.687 4.618 3.314
H14 3.240 0.708 -4.074
H15 -1.017 1.378 -0.038
H16 -0.163 -8.511 -4.988
H17 0.801 7.427 5.736
H18 -5.724 0.031 3.370
H19 3.181 4.329 -1.350
H20 2.557 -3.677 -3.335
H21 0.534 -5.240 3.435
H22 1.430 -5.614 1.946
H23 0.904 -0.782 1.229
H24 -7.589 -1.642 4.577
H25 -3.432 1.659 2.502
H26 2.103 3.427 1.583
H27 -3.662 -1.961 -3.117
H28 4.339 -0.575 -0.500
H29 0.474 10.167 4.697
H30 -0.586 -6.836 -4.644
H31 2.118 -7.843 -5.638
H32 -6.366 -0.851 1.964
H33 0.414 2.250 -3.575
H34 7.518 3.877 -1.463
H35 0.142 1.965 -1.874
H36 5.378 -0.573 -3.300
H37 -0.549 -5.624 0.607
H38 2.041 3.946 -3.186
H39 0.285 3.181 2.924
H40 -7.327 -5.540 4.485
H41 -7.037 -4.293 5.711
H42 -0.073 -7.551 -2.413
H43 1.843 5.775 -0.285
H44 -8.161 -1.846 2.899
H45 5.465 2.466 -2.588
H46 -5.445 0.706 0.410
H47 6.038 1.520 -3.975
H48 3.892 -2.566 -1.971
H49 -0.668 4.013 1.671
H50 0.577 4.304 -2.327
H51 1.209 -8.644 -2.960
H52 2.572 2.881 -0.606
H53 -2.037 -3.969 2.704
H54 2.719 2.266 -4.140
H55 -5.940 -3.274 3.763
H56 1.090 -3.223 -2.408
H57 0.053 6.281 4.611
H58 -1.065 -1.522 0.032
H59 2.594 -2.278 -0.856
H60 2.075 0.976 0.500
H61 7.582 0.327 -2.405
H62 -0.464 10.100 3.188
H63 4.167 0.934 -1.389
H64 -2.173 -3.890 0.945
H65 6.731 1.009 -1.043
H66 -3.199 1.473 0.757

Force components x, y, z for each atom (eV/Å):
P -1.0 0.5 1.4
O -0.3 -0.3 0.0
O 0.0 0.0 -0.1
O 0.0 0.0 0.0
O 0.0 -0.1 0.0
O 0.0 -0.1 0.0
O -0.1 0.1 -0.1
O -0.1 0.0 0.0
O -0.1 0.0 0.1
O 0.1 -0.1 -0.1
O -0.1 0.0 0.0
O 0.1 0.0 0.0
O 0.1 0.1 -0.2
O -0.4 1.5 -0.8
N -0.4 0.0 1.2
N 0.4 -0.3 -0.9
N 0.3 0.1 -0.3
N 0.0 0.2 -0.4
N -0.5 0.4 -0.7
N -0.4 0.0 0.2
C -0.2 0.6 -0.3
C -0.1 -0.2 0.0
C 0.3 -0.2 0.1
C 0.1 -0.1 0.1
C -0.1 -0.1 -0.1
C 0.4 -1.0 0.7
C -0.4 -0.2 0.3
C 0.0 0.0 0.1
C 0.0 0.0 -0.2
C -0.1 0.1 0.0
C 0.1 0.6 -0.1
C -0.3 0.0 -0.3
C 0.2 0.1 0.1
C 0.7 -0.4 -0.2
C 0.0 -0.4 -0.1
C 0.1 0.0 0.0
C 0.2 -0.5 -0.1
C 0.0 0.2 -0.1
C 0.7 0.3 -0.7
C 0.1 0.0 0.2
C -0.3 -0.1 0.1
C 0.0 -0.1 0.2
C 0.2 -0.1 -0.2
C 0.3 -0.3 0.3
C -0.3 0.0 0.2
C 0.3 -0.3 -0.4
C 0.1 0.0 -0.1
C -0.4 0.1 -0.2
C -0.1 0.4 0.1
C 0.5 0.5 0.1
C 0.2 0.3 -0.4
C 0.1 0.0 0.0
C 0.0 -0.1 0.1
C -0.1 0.1 0.0
C 0.0 0.0 -0.1
C 0.3 -0.6 -0.3
C 0.1 0.2 0.1
C 0.1 0.2 0.0
C -0.1 0.0 0.2
H 0.0 0.0 0.0
H 0.2 -0.1 0.0
H 0.2 0.0 0.0
H -0.3 0.0 -0.1
H 0.0 0.0 -0.1
H 0.0 0.0 0.1
H 0.2 0.0 0.0
H 0.0 0.0 0.1
H 0.0 0.0 0.1
H 0.2 0.0 -0.1
H 0.0 -0.1 0.0
H -0.1 -0.2 0.2
H 0.0 0.0 0.1
H 0.1 -0.2 0.2
H -0.2 0.2 0.3
H 0.0 0.0 0.0
H 0.0 0.0 0.0
H 0.0 -0.1 0.0
H 0.3 -0.2 0.1
H -0.2 -0.2 0.1
H 0.1 0.0 0.0
H 0.1 0.0 0.1
H 0.4 -0.1 -0.1
H -0.1 0.1 0.0
H 0.0 0.0 0.0
H 0.1 -0.1 0.2
H -0.1 -0.1 0.0
H -0.2 0.0 0.1
H 0.0 0.1 0.0
H 0.0 0.0 0.0
H 0.0 0.0 0.0
H 0.0 -0.1 0.1
H 0.0 -0.1 -0.1
H 0.0 0.0 0.3
H 0.2 -0.3 0.3
H 0.0 0.1 -0.2
H 0.0 0.0 0.0
H 0.0 0.1 -0.1
H 0.0 -0.2 0.0
H -0.1 0.0 0.0
H 0.0 0.0 0.0
H 0.1 0.1 0.1
H -0.1 0.2 0.0
H -0.2 0.2 0.1
H -0.1 0.2 -0.2
H 0.0 0.0 0.0
H -0.1 0.1 -0.2
H 0.2 0.1 0.0
H 0.0 -0.2 -0.2
H -0.1 0.1 0.0
H 0.0 0.0 0.0
H -0.2 -0.2 0.1
H 0.0 0.0 0.0
H 0.0 0.1 0.0
H 0.0 0.0 0.0
H -0.2 -0.1 -0.1
H -0.1 0.0 0.1
H -0.1 0.0 0.1
H -0.1 0.2 0.1
H 0.3 -0.4 -0.3
H 0.1 0.0 0.0
H 0.0 0.1 0.1
H -0.2 0.1 0.0
H 0.0 0.2 0.0
H -0.1 0.1 0.1
H 0.1 -0.1 0.0

HOMO-LUMO gap: 0.2939 hartree
HOMO: -11.31 eV
total charge: +1
E: -86352.840 eV

No. 5
Below is a cluster of 12 separate species, H28N4O14S2 in total, with properties calculated with ωB97M-V/def2-TZVPD.

CARTESIAN COORDINATES (ANGSTROEM)
S1 -3.234 -2.395 -2.536
S2 -0.846 0.633 3.727
O1 4.121 2.703 -1.620
O2 -2.674 -3.678 -2.986
O3 -2.768 -2.056 -1.210
O4 6.136 1.190 1.427
O5 0.694 -4.230 -1.666
O6 3.086 -0.947 2.600
O7 -4.675 -2.646 -2.489
O8 2.356 -1.839 -4.094
O9 0.039 1.586 4.379
O10 -2.875 -1.338 -3.447
O11 -0.303 -0.703 3.824
O12 -0.353 2.575 -3.406
O13 -2.143 0.759 4.362
O14 -0.829 0.995 2.330
N1 -1.156 -3.858 1.946
N2 -4.518 0.399 1.498
N3 1.117 0.371 -0.983
N4 -1.103 4.432 0.806
H1 -4.118 0.689 2.378
H2 -0.458 2.426 -4.345
H3 2.320 -0.835 3.163
H4 -4.804 1.204 0.960
H5 -0.329 4.615 0.184
H6 -0.951 3.448 0.978
H7 3.823 3.584 -1.394
H8 6.233 1.837 2.126
H9 -0.948 4.938 1.666
H10 3.727 -0.322 2.940
H11 1.071 -0.619 -1.177
H12 1.197 -3.733 -2.311
H13 5.546 1.605 0.798
H14 -5.249 -0.279 1.660
H15 -2.035 -4.051 2.405
H16 -0.197 -4.246 -2.016
H17 4.442 2.782 -2.518
H18 0.053 3.439 -3.343
H19 2.062 0.727 -1.011
H20 0.545 0.780 -1.708
H21 -0.783 -3.112 2.516
H22 -3.719 -0.030 1.052
H23 -1.944 4.783 0.370
H24 3.244 -1.735 -3.753
H25 -1.281 -3.524 1.000
H26 -0.607 -4.700 2.036
H27 0.608 0.523 -0.124
H28 2.479 -2.144 -4.993

Force components x, y, z for each atom (eV/Å):
S -2.2 -2.9 -2.1
S 1.9 1.5 3.1
O -0.3 -0.3 0.3
O 2.0 -0.9 0.1
O 1.8 1.1 4.4
O 0.0 -0.2 0.0
O 0.5 0.0 0.6
O 0.2 -0.1 -0.5
O -1.6 1.0 0.4
O -0.1 0.2 0.4
O 1.3 1.0 0.8
O 0.7 2.2 -1.4
O 0.5 -3.1 -0.1
O 0.2 0.0 0.7
O -2.7 -0.4 -0.5
O -1.3 1.3 -5.5
N -0.4 0.0 1.0
N 0.7 0.1 0.3
N -0.9 -0.3 -0.5
N 1.2 0.6 -0.2
H 0.3 0.4 1.2
H -0.2 -0.3 -0.3
H -0.7 0.1 0.3
H -0.4 0.0 -0.2
H 0.4 0.7 -0.3
H -1.1 -1.5 0.7
H 0.0 0.3 0.1
H 0.1 0.1 0.2
H 0.1 0.1 0.7
H 0.2 0.1 0.1
H 0.2 -0.8 0.0
H 0.0 0.1 -0.3
H -0.2 0.1 -0.2
H -0.3 -0.2 -0.3
H -0.8 -0.1 -0.3
H -0.9 0.2 -0.4
H 0.2 -0.1 -0.3
H 0.1 0.2 -0.2
H 0.3 0.1 0.2
H -0.2 0.5 -0.8
H 0.8 0.9 0.4
H 0.5 -0.8 -0.9
H -0.6 -0.7 -0.1
H 0.3 -0.1 0.0
H -0.3 0.0 -1.0
H 0.5 -0.1 -0.4
H 0.0 0.1 1.2
H -0.1 -0.1 -0.3

HOMO-LUMO gap: 0.0710 hartree
HOMO: -4.55 eV
E: -56742.328 eV

No. 6
Below is the ion C4H7BrF2N with charge +1, with properties calculated with ωB97M-V/def2-TZVPD.

CARTESIAN COORDINATES (ANGSTROEM)
Br1 -1.281 1.975 0.372
F1 -2.980 -0.996 0.151
F2 -1.446 -2.346 -0.533
N1 1.743 1.238 -0.638
C1 0.691 0.173 -0.747
C2 -0.768 -0.850 1.208
C3 -0.343 0.324 0.391
C4 -1.914 -1.658 0.497
H1 1.623 1.911 0.157
H2 2.720 0.802 -0.500
H3 1.826 1.968 -1.431
H4 1.032 -0.904 -0.671
H5 0.243 0.319 -1.655
H6 -1.257 -0.444 2.085
H7 0.111 -1.513 1.313

Force components x, y, z for each atom (eV/Å):
Br 0.3 -0.8 0.1
F -0.5 0.3 0.0
F -0.1 -0.3 -0.4
N 3.0 1.6 -0.1
C -1.1 -1.3 3.2
C -0.7 0.8 -0.8
C 0.7 0.1 -0.9
C 1.6 0.2 0.2
H -0.3 -1.1 -0.1
H -1.7 0.9 -0.4
H -0.3 -2.0 0.8
H 0.5 1.5 -0.3
H -1.1 0.2 -2.5
H 0.5 -0.4 0.7
H -0.7 0.2 0.6

HOMO-LUMO gap (alpha / beta): 0.2685 / 0.3156 hartree
relative energy (zero: lowest compared OMol25 entry of this formula, charge and spin): 46.5 kcal/mol
HOMO (alpha / beta): -12.25 / -12.57 eV
total charge: +1
E: -81218.509 eV